Entry 1:
This record from OMol25 describes 10 unconnected molecules or ions with the total composition C32H56Br4O5 in a non-equilibrium geometry. The level of theory is ωB97M-V/def2-TZVPD.

Structure (SMILES): c1ccccc1.c1ccccc1.c1ccccc1.BrCCBr.BrCCBr.CCO.CCO.CCO.CCO.CCO
E_tot (eV): -324497.1684
HOMO (eV): -9.05
ΔE to the lowest compared entry with this formula, charge and spin (kcal/mol): 21.75
Net charge: 0

XYZ file:
```
97
Properties=species:S:1:pos:R:3:forces:R:3:mulliken_charge:R:1
C -0.409 -5.952 -2.379 0.0 0.3 0.9 -0.5730
C -0.162 -4.736 -2.972 0.8 0.2 0.5 -0.5745
C -0.454 -3.577 -2.262 -0.4 0.0 -0.7 -0.2241
C -1.019 -3.617 -1.004 0.1 0.6 -0.6 0.5768
C -1.275 -4.830 -0.383 0.0 0.3 -0.2 -0.8353
C -0.963 -5.976 -1.082 0.4 -1.0 -0.9 -0.4251
H -0.065 -6.865 -2.841 -0.2 -0.1 0.0 0.3864
H 0.465 -4.653 -3.848 -0.4 -0.1 -0.5 0.3745
H -0.326 -2.635 -2.775 0.3 0.2 0.2 0.3121
H -1.237 -2.630 -0.623 -0.2 -0.2 0.7 0.0893
H -1.707 -4.853 0.607 0.0 -0.2 0.1 0.4892
H -1.072 -6.974 -0.684 -0.3 0.1 0.5 0.3596
C 0.815 3.869 -0.829 -0.2 -0.2 0.2 0.2603
C 0.937 4.863 0.128 -0.2 1.0 -0.3 -0.3051
C 0.230 6.070 -0.024 -0.9 -0.1 -0.9 -0.5283
C -0.633 6.276 -1.132 0.8 -2.6 -0.4 -0.5112
C -0.783 5.197 -2.069 1.3 0.6 0.9 -0.5354
C -0.040 3.999 -1.902 -0.7 1.4 -0.2 -0.4713
H 1.372 2.947 -0.749 0.2 0.0 0.2 0.3684
H 1.645 4.706 0.927 -0.1 0.2 0.2 0.1251
H 0.258 6.896 0.671 0.5 -0.2 0.3 0.3624
H -1.160 7.202 -1.307 0.0 0.1 0.2 0.3902
H -1.319 5.379 -2.988 -0.3 -0.2 0.1 0.3528
H -0.069 3.190 -2.617 -0.3 0.1 -0.2 0.4841
C -2.792 2.181 7.656 -0.3 0.3 -0.3 -0.5833
C -2.541 2.220 6.310 0.4 -0.9 -2.1 -0.3988
C -1.917 1.147 5.643 -0.2 -0.3 1.7 -0.1828
C -1.573 0.011 6.408 0.2 0.3 -0.4 0.0266
C -1.817 -0.047 7.777 -0.3 1.5 -0.1 -0.6795
C -2.448 1.059 8.369 0.2 -0.5 0.7 -0.1604
H -3.290 3.030 8.102 -0.1 -0.1 0.3 0.3524
H -2.906 2.980 5.635 0.1 0.6 0.4 0.3539
H -1.706 1.228 4.587 0.0 -0.2 0.1 0.2022
H -1.094 -0.841 5.949 0.1 0.0 -0.3 0.3569
H -1.436 -0.839 8.405 -0.3 -0.3 -0.1 0.3642
H -2.720 1.078 9.414 0.3 -0.3 0.2 0.3287
Br 5.666 5.781 3.230 -0.1 -0.4 0.0 -0.1631
C 4.657 4.327 2.350 -0.9 1.7 -0.3 -0.4943
C 3.793 3.606 3.350 1.6 -1.4 0.2 -0.6788
Br 2.673 2.315 2.321 0.3 0.7 0.7 -0.0847
H 5.397 3.751 1.795 -0.4 -0.2 0.3 0.3699
H 3.995 4.877 1.681 0.4 -0.1 -0.3 0.2162
H 3.271 4.176 4.118 -0.4 0.2 -0.8 0.4651
H 4.521 3.009 3.900 -0.5 -0.5 0.2 0.4342
Br -2.089 0.802 1.994 0.5 -0.1 -0.3 -0.1871
C -0.364 0.201 1.283 0.1 -1.5 -0.6 0.5836
C -0.396 0.312 -0.242 0.6 1.0 0.5 -0.0595
Br 1.427 0.001 -1.009 -0.9 -0.1 0.5 -0.1330
H -0.294 -0.861 1.517 -0.2 0.1 0.3 -0.2753
H 0.482 0.652 1.803 -0.4 0.5 -0.2 -0.1774
H -0.610 1.349 -0.498 -0.1 -0.2 -0.4 0.4433
H -1.081 -0.389 -0.718 0.1 0.2 0.0 -0.2114
C -4.820 -3.054 -0.662 0.5 -1.0 0.2 -1.1190
C -4.336 -1.714 -0.186 -0.2 0.3 -0.6 0.5984
O -4.888 -0.697 -1.051 0.1 -0.1 0.6 -0.5881
H -4.459 -3.288 -1.664 -0.1 0.4 -0.2 0.2444
H -5.898 -3.214 -0.649 0.0 0.3 0.2 0.3442
H -4.346 -3.836 -0.068 -0.1 -0.1 0.3 0.2660
H -3.250 -1.655 -0.262 0.1 0.0 -0.1 -0.4568
H -4.561 -1.471 0.852 -0.2 -0.2 0.0 0.4824
H -5.581 -0.269 -0.544 0.0 0.3 -0.3 0.2864
C 2.692 -1.954 -4.165 0.5 -0.3 -0.5 -0.5601
C 2.059 -1.639 -5.499 -1.3 -0.5 0.3 0.1487
O 2.391 -0.372 -5.959 0.9 1.5 -0.3 -0.5313
H 2.376 -2.955 -3.873 -0.3 0.1 0.4 0.2241
H 2.406 -1.183 -3.449 0.1 -0.3 0.1 -0.2240
H 3.775 -2.041 -4.249 0.1 0.4 0.0 0.3915
H 0.986 -1.569 -5.320 -0.3 -0.4 0.0 -0.1791
H 2.183 -2.436 -6.232 0.4 0.0 -0.1 0.4103
H 2.695 -0.316 -6.868 0.0 -0.4 0.1 0.2899
C 1.260 -3.734 2.199 -0.8 0.4 0.6 -0.8311
C 0.098 -3.208 3.092 0.8 -2.1 -1.0 -0.3876
O 0.290 -1.976 3.655 0.2 1.8 0.3 -0.4705
H 0.851 -4.592 1.665 0.3 -0.1 -0.1 0.2860
H 2.142 -4.025 2.769 0.0 0.0 0.0 0.4099
H 1.508 -2.958 1.475 0.2 -0.1 -0.1 0.0970
H -0.076 -3.906 3.911 -0.4 -0.5 -0.2 0.5455
H -0.746 -3.206 2.402 -0.4 0.4 0.4 0.1224
H 0.945 -2.065 4.351 0.1 0.1 0.0 0.2723
C 4.144 2.325 -1.254 0.2 -0.3 1.2 -0.6728
C 4.502 1.616 -2.516 -0.2 0.7 -0.8 0.3700
O 4.659 2.661 -3.494 0.2 -0.5 -0.4 -0.5529
H 3.754 1.620 -0.519 -0.2 0.1 0.1 0.1554
H 3.438 3.137 -1.430 -0.1 -0.2 -0.1 0.1612
H 5.030 2.758 -0.792 0.1 0.2 -0.1 0.2956
H 3.721 0.940 -2.866 -0.1 -0.1 0.2 -0.2959
H 5.421 1.036 -2.429 0.1 0.0 0.0 0.2686
H 4.083 2.424 -4.224 0.1 0.2 -0.2 0.3019
C -1.664 -0.715 -4.532 -1.0 0.0 -0.7 -0.8855
C -3.008 -0.682 -3.775 0.7 -1.2 0.1 0.0577
O -2.950 0.319 -2.783 0.0 0.0 -0.3 -0.4891
H -1.602 0.106 -5.247 0.2 0.5 0.5 0.4247
H -1.543 -1.550 -5.221 -0.3 -0.5 0.4 0.4092
H -0.826 -0.710 -3.836 -0.1 0.2 0.0 -0.0659
H -3.205 -1.625 -3.265 0.7 -0.6 0.3 -0.1499
H -3.939 -0.686 -4.342 0.2 1.0 -0.9 0.3822
H -3.552 -0.055 -2.135 -0.4 0.7 0.7 0.2381
```
Forces are in eV/Å.

Entry 2:
This record from OMol25 describes 2 unconnected molecules or ions with the total composition C3H4BrFO in a non-equilibrium geometry. The level of theory is ωB97M-V/def2-TZVPD.

E_tot (eV): -77979.5612
HOMO (eV): -8.47
ΔE to the lowest compared entry with this formula, charge and spin (kcal/mol): 83.93
Net charge: 0

XYZ file:
```
10
Properties=species:S:1:pos:R:3:forces:R:3:nbo_charge:R:1
C 2.070 2.465 -0.513 1.8 2.1 -0.9 0.7382
C -0.287 -0.980 -0.203 -1.2 0.5 -1.3 -0.8307
C 1.006 -1.275 -0.751 1.0 -0.6 -1.4 0.0119
O 1.147 2.108 0.098 -0.5 -0.5 0.1 -0.5098
F 3.211 2.959 0.115 -0.9 -0.7 -0.5 -0.3665
Br 2.463 -0.936 0.367 -0.2 0.0 0.3 0.0560
H -0.435 -1.684 0.591 -0.4 -0.4 0.9 0.2648
H -0.286 0.033 0.185 -0.3 0.3 0.4 0.2659
H -1.098 -1.117 -1.002 1.1 0.2 1.2 0.2336
H 2.231 2.690 -1.621 -0.4 -0.8 1.3 0.1366
```
Forces are in eV/Å.

Entry 3:
This record from OMol25 describes 10 unconnected molecules or ions with the total composition C24H52O36S8 in a non-equilibrium geometry. The level of theory is ωB97M-V/def2-TZVPD.

Structure (SMILES): O=S1(=O)OCCO1.O=S1(=O)OCCO1.O=S1(=O)OCCO1.O=S1(=O)OCCO1.O=S1(=O)OCCO1.O=S1(=O)OCCO1.O=S1(=O)OCCO1.O=S1(=O)OCCO1.COCCOC.COCCOC
E_tot (eV): -186106.4809
HOMO (eV): -9.44
Net charge: 0

XYZ file:
```
120
Properties=species:S:1:pos:R:3:forces:R:3:mulliken_charge:R:1
O 2.155 -0.110 4.093 1.7 -1.3 1.5 -0.3276
S 3.043 -0.962 4.893 -0.6 -0.4 -1.6 0.9677
O 3.100 -0.719 6.345 0.6 -1.1 -3.8 -0.5418
O 2.726 -2.542 4.535 -2.3 2.0 3.1 -0.3396
C 3.323 -3.116 3.445 3.6 -0.9 0.4 -0.1634
C 4.384 -2.046 2.994 -2.5 1.2 -2.2 0.3115
O 4.490 -1.103 4.043 -0.3 0.9 3.0 -0.4086
H 3.987 -3.869 3.871 -0.2 -0.6 0.1 0.3166
H 2.631 -3.686 2.825 0.0 1.1 -0.6 0.1287
H 3.921 -1.433 2.221 0.1 -0.3 -0.7 -0.3002
H 5.363 -2.334 2.610 -0.1 -0.4 0.7 0.3522
O -1.761 -2.248 3.249 -2.1 1.2 0.6 -0.4885
S -2.812 -1.263 3.258 -1.9 0.7 -0.6 0.8405
O -2.747 -0.149 2.320 0.2 -1.2 1.7 -0.0093
O -4.363 -1.874 3.017 2.7 -1.3 -1.0 -0.3177
C -5.289 -1.018 3.570 -0.7 1.2 0.7 -0.2639
C -4.638 -0.506 4.891 -1.5 -0.9 -0.1 -0.3450
O -3.268 -0.813 4.787 2.2 0.1 -1.2 -0.3485
H -5.530 -0.173 2.926 0.2 0.0 -0.3 0.0827
H -6.199 -1.599 3.719 0.1 0.1 0.2 0.4151
H -5.045 -1.117 5.697 0.3 0.1 0.2 0.2853
H -4.866 0.537 5.108 0.5 0.0 -0.2 0.3042
O 1.579 -2.086 -5.516 -1.6 1.7 3.9 -0.5956
S 0.912 -1.568 -4.270 0.9 -2.2 -1.5 0.8639
O 0.997 -0.157 -3.913 -0.1 -2.8 -0.2 -0.2814
O -0.620 -2.082 -4.337 0.7 1.9 -0.4 -0.3689
C -0.912 -3.230 -3.575 0.2 -1.6 -0.1 -0.0964
C 0.478 -3.810 -3.106 -1.4 1.0 -0.1 0.2389
O 1.215 -2.615 -2.950 1.4 2.4 -2.0 -0.1962
H -1.634 -2.988 -2.795 0.3 0.1 0.2 -0.0632
H -1.378 -3.887 -4.310 -0.1 -0.3 0.3 0.4442
H 0.859 -4.476 -3.880 0.3 0.1 0.1 0.3108
H 0.524 -4.226 -2.099 -0.5 -0.3 -0.4 -0.1568
O 0.348 -7.103 -1.830 -0.5 0.3 4.1 -0.5296
S 0.218 -6.909 -0.360 -0.1 1.5 -0.6 1.0545
O 1.170 -7.576 0.561 -2.9 1.7 -2.2 -0.5571
O 0.116 -5.261 -0.099 2.0 -1.5 -0.6 -0.2003
C -0.882 -4.856 0.819 -0.4 1.4 0.6 0.4691
C -1.731 -6.073 1.208 1.4 0.1 -1.6 -0.1319
O -1.383 -6.938 0.055 0.6 -2.3 0.7 -0.3956
H -0.402 -4.363 1.664 0.0 -0.3 0.1 0.0474
H -1.431 -4.059 0.317 -0.3 -0.2 -0.1 -0.3079
H -2.814 -5.966 1.153 0.3 0.2 0.0 0.2326
H -1.406 -6.406 2.194 -0.1 -0.8 -0.3 0.3098
O -1.280 4.173 1.443 -3.1 2.1 0.5 -0.0946
S -2.532 4.969 1.643 1.4 -1.5 0.6 0.8229
O -2.447 6.366 2.076 -0.6 -3.3 -1.3 -0.5679
O -3.490 4.683 0.407 -0.1 2.5 -1.7 -0.3916
C -4.009 3.345 0.350 1.3 0.7 0.7 0.2542
C -4.169 3.036 1.805 1.0 -0.3 2.1 0.1756
O -3.563 4.131 2.584 0.7 0.1 0.1 -0.4493
H -4.959 3.238 -0.173 0.5 0.5 -0.5 0.5762
H -3.134 2.816 -0.028 -0.9 -0.7 -0.5 -0.4189
H -3.553 2.152 1.972 -0.4 -0.2 0.6 -0.1803
H -5.167 2.951 2.235 0.0 -0.1 -0.4 0.3205
O 2.171 -0.610 0.249 -1.5 -0.5 0.2 -0.5133
S 0.822 -1.031 0.562 0.7 -0.8 0.2 0.5776
O 0.713 -2.180 1.496 -0.6 3.1 -2.4 -0.3718
O -0.040 0.293 0.988 2.2 -2.2 2.8 -0.1836
C -0.559 0.970 -0.088 -0.9 0.1 -1.0 1.7105
C -0.978 -0.228 -0.944 -1.9 2.0 -1.4 0.1343
O -0.022 -1.242 -0.883 1.7 -0.3 2.5 -0.1165
H -1.373 1.569 0.321 -0.4 -0.3 -0.2 -1.0603
H 0.097 1.716 -0.537 0.6 -0.4 -0.1 -1.0098
H -1.073 0.125 -1.971 0.0 -0.4 -0.2 0.6547
H -1.944 -0.573 -0.574 0.0 -0.2 -0.1 -0.1595
O 3.706 4.868 -0.016 -1.4 0.4 2.3 -0.4979
S 2.853 5.059 1.162 -0.1 -0.2 -0.9 1.0903
O 2.287 6.393 1.400 1.0 -3.3 -0.2 -0.5734
O 1.709 3.827 1.136 1.0 2.3 -1.2 -0.2179
C 2.123 2.736 1.892 0.9 -1.3 1.6 0.4184
C 3.379 3.120 2.722 -0.4 -0.9 0.2 -0.1967
O 3.515 4.453 2.507 0.3 4.8 -0.7 -0.4433
H 1.281 2.558 2.560 0.2 -0.7 -0.1 0.3958
H 2.534 1.869 1.376 -1.2 -0.1 -0.8 -0.4119
H 4.344 2.713 2.420 -0.4 -0.9 -0.1 0.2818
H 3.194 2.967 3.785 0.2 -0.1 0.0 0.1995
O -2.129 4.729 -4.299 0.6 -1.6 4.0 -0.5793
S -2.006 4.129 -2.938 1.2 -0.5 -0.9 0.9901
O -3.163 3.442 -2.361 2.3 1.4 -1.0 -0.4017
O -0.658 3.054 -2.780 -3.7 -0.2 -1.6 -0.1933
C 0.513 3.770 -2.627 1.2 -0.4 0.2 0.7974
C 0.119 4.890 -1.737 1.6 3.0 0.5 -0.0351
O -1.255 5.148 -1.882 -3.1 -1.0 -0.7 -0.3450
H 1.170 3.075 -2.105 0.3 0.2 -0.1 -0.6901
H 0.985 4.094 -3.554 -0.2 -0.1 -0.2 0.3116
H 0.485 5.876 -2.024 0.9 -0.2 -0.5 0.3565
H 0.492 4.832 -0.714 -1.0 -0.7 0.3 -0.1448
C -5.557 -0.372 -2.324 0.9 -0.1 1.1 -0.8616
O -4.506 -0.871 -1.445 -1.4 -0.9 0.5 -0.0630
C -4.987 -1.661 -0.309 0.8 -0.6 -0.5 -0.2443
C -4.988 -3.240 -0.578 -0.4 3.0 0.1 -0.7068
O -3.679 -3.570 -0.911 0.7 -1.4 -0.4 0.1192
C -3.649 -4.850 -1.543 -0.8 -0.2 -1.0 -1.1909
H -6.083 -1.129 -2.906 0.2 -0.3 0.0 0.2512
H -5.049 0.333 -2.982 -0.2 -0.1 0.0 0.2320
H -6.292 0.139 -1.702 -0.1 0.2 -0.1 0.3222
H -5.945 -1.311 0.075 -0.5 -0.1 -0.5 0.6149
H -4.317 -1.437 0.520 0.4 -0.2 -0.2 -0.3069
H -5.711 -3.378 -1.382 0.1 -0.4 -0.4 0.3519
H -5.340 -3.804 0.286 -0.1 0.1 0.3 0.4411
H -4.140 -4.807 -2.516 -0.1 0.5 -0.4 0.4042
H -4.280 -5.601 -1.068 0.2 -0.1 0.8 0.4634
H -2.678 -5.284 -1.781 0.3 0.5 0.7 0.1667
C 9.339 3.636 -2.828 -0.4 -0.4 -1.1 -0.7232
O 8.249 2.734 -2.905 -0.3 0.2 -0.3 -0.3607
C 7.198 3.015 -1.994 0.8 -0.2 0.7 -0.3424
C 5.945 2.355 -2.449 -0.8 -2.2 1.0 -0.5211
O 5.155 1.972 -1.282 2.4 0.9 0.3 -0.2559
C 3.966 1.365 -1.614 -0.8 0.9 0.1 -0.0659
H 9.085 4.385 -3.578 0.5 0.8 0.4 0.2767
H 10.220 3.107 -3.193 0.0 -0.1 0.1 0.2471
H 9.560 4.017 -1.831 -0.3 0.1 0.0 0.3125
H 6.937 4.059 -1.819 0.7 0.4 -0.2 0.2905
H 7.609 2.571 -1.087 -0.9 0.1 0.7 0.2846
H 6.204 1.398 -2.901 0.1 0.0 -0.6 0.3326
H 5.378 2.952 -3.163 -0.2 0.1 0.1 0.2820
H 4.089 0.422 -2.146 -0.1 0.1 -0.4 0.3195
H 3.472 2.188 -2.130 -1.0 -0.7 -0.9 0.2048
H 3.379 1.170 -0.716 0.3 -0.1 0.1 -0.3351
```
Forces are in eV/Å.